# 1
C6H8IN2O7PtS4Sb as an isolated structure in a non-equilibrium geometry, computed with ωB97M-V with the def2-TZVPD basis set.

The geometry in XYZ format:
```
30
Properties=species:S:1:pos:R:3:nbo_charge:R:1
S 1.79 3.46 -0.12 -0.444
Sb 2.98 1.75 1.07 1.524
C 1.82 -1.13 0.61 0.783
C 0.55 -3.05 0.00 -0.516
H -2.52 -0.12 -2.06 0.242
I -0.56 1.21 -3.31 0.244
N 1.18 -0.84 -0.55 -0.683
H -0.40 -3.16 0.51 0.261
S -0.85 0.40 1.61 2.603
S 5.01 2.57 1.75 -0.611
O -1.82 1.10 2.41 -0.987
O -1.49 0.21 0.14 -0.826
C -2.29 0.94 -2.06 -0.543
C 1.64 -2.59 0.96 -0.498
C -1.99 1.46 -0.63 0.619
H -3.90 1.15 -0.07 0.353
C 0.39 -1.90 -0.98 0.716
H 1.38 -2.68 2.01 0.258
O -1.04 2.39 -0.60 -0.788
H 2.60 -3.08 0.78 0.230
Pt 0.77 1.20 -0.88 0.951
O -0.31 -1.91 -1.96 -0.587
H -3.07 1.54 -2.50 0.234
O -0.56 -0.96 2.00 -1.007
N -3.23 1.90 -0.05 -0.857
S 3.24 1.12 -1.22 -0.527
O 2.54 -0.35 1.30 -0.718
H -3.04 2.12 0.93 0.404
O 0.41 1.21 1.44 -1.057
H 0.78 -3.97 -0.54 0.227
```

Properties
⟨S²⟩: 0.769
Spin multiplicity: 2
Orbital gap (alpha / beta), Ha: 0.197 / 0.198
Charge: -1
E_LUMO (alpha / beta), eV: 0.321 / 0.315

# 2
C46H71F27NO21PSi2 as an isolated structure, computed with ωB97M-V with the def2-TZVPD basis set.

The geometry in XYZ format:
```
169
Properties=species:S:1:pos:R:3:mulliken_charge:R:1
C 6.61 -7.23 1.55 -0.898
H -0.23 5.69 6.49 0.338
H -0.07 -4.77 5.20 0.407
F 1.50 -0.99 2.62 -0.217
F -1.20 -13.77 -6.63 -0.239
H -8.46 8.99 -3.72 0.325
C 0.19 -3.78 4.84 -1.206
C -2.29 -4.83 3.33 0.287
H -11.41 8.19 -4.02 0.305
H 5.45 1.68 3.70 0.409
H -5.24 1.87 -5.72 0.312
H -4.73 3.28 1.19 0.327
H 1.06 7.23 7.94 0.395
H 0.99 -6.61 0.91 0.330
O -2.62 -5.26 4.40 -0.524
H -3.47 2.77 3.27 0.418
H 4.95 -7.57 2.84 0.233
H 0.96 -3.89 4.08 0.294
F 1.42 0.14 4.46 -0.285
H -10.84 9.74 -3.37 0.369
C -5.00 3.91 -2.94 0.310
O 7.52 -4.48 0.89 -0.296
H 2.68 -2.00 0.29 0.178
C -0.43 -11.98 -5.30 0.336
O 1.02 11.22 4.35 -0.518
H 3.67 -10.25 -0.04 0.389
C -5.16 -0.61 -0.65 0.978
F -2.67 4.33 -3.16 -0.256
H 5.68 -4.94 2.69 -0.126
C 1.76 -8.05 -0.45 0.423
O 4.10 -0.24 2.74 -0.592
C 0.74 3.01 -2.05 -0.168
O 2.01 3.44 -2.58 -0.363
C -2.77 -5.43 1.99 0.948
H 0.69 -6.25 -0.81 0.217
F -6.17 -0.20 -1.44 -0.254
F -1.68 -11.77 -7.29 -0.254
C -10.60 8.93 -4.05 -1.102
C 2.91 -1.80 -0.75 -0.955
H 2.32 7.37 6.71 0.311
O -4.75 1.40 0.46 -0.184
F -3.90 5.94 -2.40 -0.263
F -7.95 6.27 -7.70 -0.246
F -7.11 5.48 -5.87 -0.255
H 0.27 2.45 -2.86 0.377
H 5.06 -1.69 -0.69 0.441
O -0.83 -12.49 -4.29 -0.510
C 5.13 -7.64 1.77 -0.103
F -1.75 -5.52 1.13 -0.230
H 1.97 -9.15 1.21 0.334
Si 6.76 -4.36 -0.57 0.465
H 1.10 9.20 0.88 0.420
F -3.27 -6.64 2.17 -0.261
Si 6.92 -5.47 2.11 0.484
H 3.00 -5.76 -0.55 -0.411
C -1.02 -3.08 4.26 -0.047
C -5.83 1.84 -3.65 -0.098
C 0.71 -7.03 -0.06 -1.121
C 0.22 10.94 1.78 -0.370
F -3.50 4.22 -1.15 -0.216
O -9.00 7.14 -4.49 -0.290
H 6.14 3.10 1.74 0.436
F 1.63 4.43 2.44 -0.187
C 3.75 -5.34 -1.22 0.533
H -0.44 8.90 1.69 0.306
C -0.13 11.38 4.06 0.382
C 3.79 -9.20 0.21 -0.653
F 5.07 4.71 -1.48 -0.221
O -1.52 -3.77 3.09 -0.321
H 4.46 -6.92 1.29 0.063
O 3.18 5.38 5.06 -0.538
O 1.93 -8.36 -1.61 -0.507
H 1.38 5.03 6.75 0.342
H -0.30 11.27 0.87 0.323
H 4.16 -8.69 -0.68 0.349
C -9.29 8.28 -3.66 -0.229
H 2.68 -10.91 -4.19 0.306
O 0.98 5.83 4.87 -0.273
C -3.51 2.04 2.46 -1.186
H 3.64 -4.18 -3.07 0.423
H -5.53 0.81 -3.47 0.266
F 0.34 -12.52 -7.49 -0.246
O -0.68 11.28 2.86 -0.317
C 1.76 0.19 3.16 0.925
C -3.74 4.62 -2.41 0.963
C 2.18 5.56 2.88 0.910
O -5.58 -0.30 1.71 -0.530
H 1.13 11.52 1.87 0.337
O 0.29 -10.88 -5.41 -0.316
H 5.76 -9.53 0.93 0.434
H 7.41 -3.25 -1.30 -0.269
H -9.33 7.90 -2.65 0.318
C -8.19 6.07 -6.40 0.928
H -2.60 2.14 1.86 0.317
F -4.02 -0.41 -1.31 -0.245
H 3.06 -5.83 -3.21 0.355
F 4.07 4.93 -3.39 -0.256
H -0.27 -7.51 0.01 0.500
H 0.71 8.01 6.39 0.235
C 0.83 5.86 6.31 -0.255
H 1.60 -11.90 -3.21 0.361
H 7.94 -5.46 3.18 -0.257
O -6.07 4.43 -3.02 -0.566
F 3.41 5.63 2.38 -0.264
C 2.92 3.75 -1.67 0.252
H -1.82 -2.99 4.99 0.365
H 1.02 9.14 2.65 0.281
H 4.45 -2.37 -2.19 0.396
O -8.22 8.46 -6.14 -0.516
F 4.85 3.00 -2.79 -0.262
H 0.87 -9.19 -4.44 0.268
H -0.23 -10.20 -3.51 0.326
F -1.52 13.07 4.95 -0.260
F -2.33 11.06 4.93 -0.249
H 4.73 3.29 3.77 0.307
C 3.08 -4.96 -2.55 -1.460
H 5.20 1.71 1.19 0.303
P 4.59 -3.98 -0.28 0.058
H 4.47 -6.14 -1.41 0.328
H 0.90 2.32 -1.22 0.170
C 1.26 7.20 6.87 -1.061
N 2.53 -8.56 0.60 -0.107
F -5.30 -1.92 -0.45 -0.250
C 4.30 -2.36 -1.11 -0.643
H 6.87 -7.42 0.50 0.422
O 2.77 3.74 -0.48 -0.326
C 2.20 5.58 4.42 0.246
H -3.51 1.04 2.89 0.329
O -4.71 2.65 -3.21 -0.219
C -0.13 4.17 -1.64 -0.573
F 1.48 6.58 2.37 -0.212
C 4.25 4.11 -2.35 0.838
H -0.76 -2.09 3.91 0.170
C -4.73 2.28 1.61 -0.276
C -5.19 0.17 0.68 0.218
H 7.42 -5.53 -2.32 0.304
C -0.75 -12.53 -6.70 0.884
H 2.87 -0.73 -0.94 0.290
H -10.56 9.33 -5.06 0.319
H -6.92 1.39 -5.45 0.417
F -0.77 11.59 6.33 -0.236
C -8.48 7.39 -5.68 0.304
C 0.49 9.46 1.75 -0.984
F 0.98 1.10 2.57 -0.239
H 7.24 -7.89 2.15 0.458
H -0.27 4.86 -2.47 0.331
C -1.21 11.78 5.09 0.888
H -1.10 3.81 -1.31 -0.033
H 2.11 -10.30 -2.62 -0.065
H 0.33 4.73 -0.82 0.210
F -9.21 5.21 -6.30 -0.257
H 4.55 -9.68 2.19 0.379
C 0.64 -10.22 -4.17 -0.207
H -5.65 2.16 2.18 0.353
H 2.17 -2.28 -1.39 0.310
O 3.41 1.84 3.27 -0.264
H 4.43 3.29 1.29 0.042
C 3.25 0.55 3.02 0.363
C 4.76 2.36 3.20 -0.356
O 7.00 -5.74 -1.47 -0.529
C 1.83 -10.87 -3.50 -0.614
H 0.59 -3.20 5.66 0.357
C 5.16 2.63 1.77 -0.838
F -3.71 -4.66 1.44 -0.242
C -6.13 2.06 -5.12 -0.967
H -6.44 3.09 -5.30 0.041
C 4.84 -9.08 1.32 -1.046
H -6.69 2.05 -3.02 0.311
H 2.05 -4.64 -2.39 0.274
```

Properties
Orbital gap, Ha: 0.302
E_LUMO, eV: 0.130

# 3
C47H39BLaN6O2S as an isolated structure in a non-equilibrium geometry, computed with ωB97M-V with the def2-TZVPD basis set.

The geometry in XYZ format:
```
97
Properties=species:S:1:pos:R:3:mulliken_charge:R:1
C 3.40 0.14 -3.56 1.351
H -3.46 2.78 1.32 -0.213
C 2.98 -1.65 -5.14 -0.715
C -2.47 -3.81 2.22 -0.535
C 0.80 2.50 -3.74 -0.145
H 0.65 -4.21 4.35 0.424
H -1.49 -6.59 0.56 0.371
S 0.24 -1.82 2.77 -0.433
C 1.47 -5.68 3.02 -0.550
H -1.66 0.22 -4.15 0.492
N -3.08 0.60 1.27 0.515
H -2.56 -2.75 -0.98 0.441
C -1.28 2.22 -2.40 -0.895
C -2.43 -3.41 -0.14 -0.028
H -3.56 4.86 0.04 0.138
H 2.44 3.76 4.19 0.280
H -5.57 1.90 1.75 0.215
H 2.44 2.18 -0.40 0.351
H -2.17 5.00 3.90 0.381
C 0.64 2.40 2.73 -0.146
C 0.06 0.42 -5.42 -0.817
C -0.38 1.80 -3.49 0.428
H 4.47 2.73 -1.63 0.371
H 2.05 0.20 1.85 0.094
C 1.78 -1.95 -4.45 -1.199
C -3.07 -1.55 1.38 -0.227
C 1.38 -3.71 1.10 -0.307
C 4.17 2.52 4.04 -0.695
N -2.29 2.30 -0.50 0.365
H 2.17 -5.17 -0.25 0.500
H -2.40 3.91 -3.32 0.509
H 2.27 -6.96 1.47 0.371
H 1.09 3.29 -3.06 0.426
C -2.07 -5.12 2.01 -0.535
H 1.15 -2.76 -4.80 0.503
C 3.84 1.91 -1.99 -1.138
N -1.34 1.64 -1.21 1.091
C -2.21 3.27 -2.48 -1.418
O 2.07 -1.62 0.22 -0.738
N -2.39 -0.51 0.92 0.461
C 1.41 -1.22 -3.36 -0.853
C 0.99 -4.42 3.34 -0.846
C 3.76 -0.62 -4.70 -0.833
C -2.02 -4.73 -0.36 -0.693
H -0.22 -0.41 -6.06 0.379
C -2.47 4.31 3.11 -1.257
C -4.21 -1.12 2.07 -1.593
La 0.16 -0.28 0.07 1.539
C 2.20 -0.15 -2.85 1.201
B -2.58 2.04 1.00 -1.741
C -1.83 -5.58 0.72 -0.438
H 3.27 -2.23 -6.00 0.337
H -4.21 4.85 -1.60 0.361
C 2.05 2.03 2.98 0.650
H 4.34 -0.37 2.27 0.481
C 1.28 -2.59 0.12 1.138
H 1.51 -6.45 3.78 0.366
H 4.68 -0.37 -5.22 0.349
C -5.17 1.23 2.52 -1.359
N -0.14 1.79 1.84 1.022
H 4.77 3.17 4.66 0.378
C 2.66 1.58 -1.28 0.072
H -4.73 1.86 3.30 0.158
C -0.75 0.76 -4.34 -0.144
H -2.77 4.90 2.25 0.116
C -3.90 4.21 -0.77 -1.343
C 1.80 0.58 -1.67 -0.275
C 1.61 2.15 -4.81 -0.750
H -1.82 -5.07 -1.36 0.378
H -3.34 3.75 3.45 0.145
H -4.77 3.67 -0.40 0.234
C -4.19 0.26 1.97 1.234
C 0.92 -3.40 2.39 0.593
C 3.95 0.54 2.70 -1.310
H 0.49 -1.47 -2.86 0.506
H 1.89 0.82 -6.47 0.402
C 1.24 1.10 -5.65 -0.204
H 5.12 1.45 -3.64 0.355
H -4.96 -1.73 2.54 0.508
C 4.21 1.22 -3.10 -0.937
C -2.83 3.29 -1.24 1.042
C 4.73 1.36 3.50 -0.488
O 0.27 -2.50 -0.65 -0.619
C -1.32 3.41 2.80 1.033
H -6.00 0.68 2.96 0.375
C 1.85 -4.97 0.76 -0.028
N -1.35 2.42 1.89 0.143
C 2.63 0.88 2.45 0.687
H -1.90 -5.77 2.86 0.356
C -2.64 -2.94 1.14 0.300
H -2.60 -3.43 3.23 0.315
H 0.28 4.11 4.12 0.440
C 2.85 2.85 3.77 -0.667
H 5.76 1.10 3.71 0.395
C -0.06 3.44 3.36 -1.599
H 2.54 2.68 -4.97 0.372
C 1.90 -5.97 1.72 -0.729
```

Properties
Orbital gap, Ha: 0.236
Charge: -1
E_LUMO, eV: 2.262

# 4
An isolated ion of composition C3H6N4 and charge +2 in a non-equilibrium geometry, computed with ωB97M-V with the def2-TZVPD basis set.

The geometry in XYZ format:
```
13
Properties=species:S:1:pos:R:3:nbo_charge:R:1
H -0.59 -1.24 -1.86 0.371
H 0.39 -0.17 -2.43 0.363
H 0.06 1.78 -0.62 0.455
C 0.50 -0.24 2.18 0.291
H -1.92 2.21 0.68 0.468
H 1.07 -1.45 -1.56 0.304
N 0.58 -0.68 0.88 -0.434
N -1.47 1.27 0.56 -0.001
H 0.91 -1.71 0.73 0.520
C 0.34 -0.76 -1.48 -0.785
N -0.51 1.04 -0.10 -0.149
N 0.49 0.17 3.24 -0.002
C 0.16 -0.21 -0.21 0.598
```

Properties
Orbital gap, Ha: 0.330
Charge: +2
Structure (SMILES): [H]/N=[NH+]/C(C)=[NH+]\C#N
E_LUMO, eV: -12.544

Ordered E results: -3119.70837 -7047.23720 -2748.40218 -336.03335; unit Ha.
Ordered relative energy (zero: lowest compared OMol25 entry of this formula, charge and spin) results: 369.7 0.0 113.0 533.5; unit kJ/mol.